Entry 1:
C3H4N2O in the gas phase. Source: the Open Molecules 2025 dataset; level of theory: wB97M-V/def2-TZVPD.

CARTESIAN COORDINATES (ANGSTROEM)
O 0.433 0.984 0.007
N -0.236 1.021 1.245
N -0.534 -1.001 0.254
C -0.752 -0.192 1.340
C 0.169 -0.221 -0.509
C 0.693 -0.528 -1.868
H 0.011 -1.366 -2.293
H -1.295 -0.522 2.211
H 0.720 0.457 -2.504
H 1.832 -0.944 -1.744

The SMILES is Cc1ncno1. The value obtained for the LUMO energy is 0.9047 eV. The relative energy (zero: lowest compared OMol25 entry of this formula, charge and spin) comes out at 43.0 kcal per mole. Its HOMO-LUMO gap is 11.39 eV. The charge is 0.


Entry 2:
A molecular structure, C29H27BBrN6O4SbTa. Source: the Open Molecules 2025 dataset; level of theory: wB97M-V/def2-TZVPD.

CARTESIAN COORDINATES (ANGSTROEM)
Ta -0.051 -1.228 1.662
Sb -0.474 0.350 -0.676
Br 1.621 0.665 2.599
O 1.657 5.597 3.871
O -1.346 0.037 2.667
O -1.951 -1.931 1.954
O -2.074 -1.466 4.162
N -1.896 -1.135 3.073
N 0.430 2.722 1.174
N 1.210 -3.325 0.083
N 1.411 -2.186 2.801
N -0.037 -2.918 0.470
N 2.498 -2.632 2.131
C -1.115 -1.162 -3.243
C -1.976 1.764 -0.744
C 3.110 2.140 -2.318
C -2.727 2.164 0.355
C -3.803 3.018 0.154
C -3.089 -2.490 -3.638
C 3.353 -3.163 2.992
C -1.934 -1.885 -4.107
C -3.338 3.079 -2.212
C 1.327 0.692 -1.617
C -1.454 -1.064 -1.896
C 3.158 -0.206 -2.879
C -2.632 -1.650 -1.435
C 1.903 1.960 -1.655
C 1.091 2.510 2.267
C 3.733 1.059 -2.925
C -4.106 3.473 -1.124
C -2.270 2.207 -2.032
C -0.243 -4.855 -0.619
C 0.151 4.030 0.953
C 0.539 5.040 1.804
C 1.542 3.374 3.231
C 1.594 -2.459 4.130
C 1.949 -0.397 -2.227
C 1.242 4.714 2.968
C -0.928 -3.878 0.039
C 1.109 -4.470 -0.566
C 2.808 -3.077 4.282
C -3.445 -2.368 -2.299
B 2.350 -2.421 0.598
H -1.667 -1.965 -5.154
H -2.966 -1.519 -0.411
H 2.089 3.084 4.116
H -0.647 -5.743 -1.077
H -2.483 1.847 1.359
H 1.497 -1.382 -2.218
H 0.861 -2.188 4.875
H 4.291 -3.578 2.651
H -3.572 3.441 -3.204
H 0.297 6.068 1.567
H 1.788 -1.241 0.545
H -3.727 -3.040 -4.318
H 3.647 -1.041 -3.365
H -4.945 4.138 -1.277
H -4.404 3.332 0.997
H 1.994 -4.957 -0.950
H 3.381 -2.554 0.016
H -0.406 4.262 0.055
H 1.422 2.808 -1.186
H 1.432 6.503 3.622
H -4.363 -2.814 -1.937
H 4.671 1.203 -3.446
H 3.557 3.124 -2.365
H -0.224 -0.694 -3.644
H -1.981 -3.797 0.238
H -1.695 1.895 -2.898
H 3.256 -3.421 5.200

The value obtained for the LUMO energy is -11.3046 eV. The relative energy (zero: lowest compared OMol25 entry of this formula, charge and spin) comes out at 68.0 kcal per mole. Its HOMO-LUMO gap is 5.39 eV. The charge is +3.


Entry 3:
A molecular structure, C23H23AlOP2. Source: the Open Molecules 2025 dataset; level of theory: wB97M-V/def2-TZVPD.

CARTESIAN COORDINATES (ANGSTROEM)
P 2.013 2.598 0.102
P -0.453 -0.578 -0.070
Al 2.432 0.766 -1.596
O 0.929 0.169 -0.715
C -1.038 2.019 -0.835
C -1.781 3.140 -1.168
C -4.104 -3.122 1.346
C -2.794 -3.615 1.488
C 1.537 -0.317 1.848
C 0.270 -0.896 1.502
C 5.101 1.139 -2.840
C -2.914 0.836 -0.060
C -1.736 -2.998 0.850
C 4.888 0.149 -3.830
C 4.169 1.590 -1.931
C -3.152 3.004 -1.016
C 2.496 -0.120 -3.265
C 1.398 -1.085 4.087
C -1.513 0.808 -0.315
C -0.354 -1.594 2.582
C -4.279 -2.159 0.338
C 3.609 -0.411 -4.047
C -3.716 1.808 -0.568
C -1.926 -1.752 0.274
C 2.100 -0.379 3.115
C -3.179 -1.633 -0.315
C 0.176 -1.660 3.822
H 1.822 -1.175 5.114
H 2.862 3.583 0.156
H -3.329 0.208 0.717
H 1.696 2.323 1.428
H -0.437 -2.069 4.603
H -0.770 -3.422 0.861
H 0.818 3.312 -0.169
H 1.547 -0.474 -3.618
H -3.811 3.877 -1.243
H 0.044 2.146 -1.022
H -1.390 -1.904 2.536
H -2.614 -4.464 2.133
H -5.277 -1.811 0.077
H -3.291 -1.153 -1.253
H 2.116 0.263 1.114
H 3.527 -1.099 -4.927
H 3.009 0.113 3.317
H -1.319 4.013 -1.534
H 6.124 1.565 -2.807
H 4.521 2.364 -1.245
H 5.723 -0.123 -4.492
H -4.789 1.732 -0.473
H -4.961 -3.513 1.944

The value obtained for the LUMO energy (spin up / spin down) is -0.3663 / -1.2519 eV. The relative energy (zero: lowest compared OMol25 entry of this formula, charge and spin) comes out at 44.6 kcal per mole. Its HOMO-LUMO gap (spin up / spin down) is 7.11 / 4.64 eV. The charge is 0.


Entry 4:
C6H13N3 in the gas phase. Source: the Open Molecules 2025 dataset; level of theory: wB97M-V/def2-TZVPD.

CARTESIAN COORDINATES (ANGSTROEM)
N -0.129 -0.363 0.888
N 2.279 -0.521 -0.530
N -2.303 0.529 -0.537
C -0.980 0.335 -0.555
C -0.225 0.161 2.250
C 0.453 1.019 -2.546
C 0.129 0.693 -1.137
C -0.159 -1.824 0.851
C 1.283 0.229 -0.094
H 1.520 1.058 0.594
H 0.609 2.099 -2.641
H -0.326 0.723 -3.253
H 3.180 -0.077 -0.355
H -0.417 1.235 2.237
H 0.228 -2.331 1.739
H 1.384 0.514 -2.823
H -1.176 -2.202 0.703
H -2.839 -0.174 -0.043
H 0.437 -2.260 0.050
H 0.709 0.000 2.801
H -2.621 1.480 -0.401
H -1.035 -0.323 2.802

The value obtained for the LUMO energy is 0.5532 eV. The relative energy (zero: lowest compared OMol25 entry of this formula, charge and spin) comes out at 106.5 kcal per mole. Its HOMO-LUMO gap is 7.66 eV. The charge is 0.


Entry 5:
2 unconnected molecules or ions with the total composition C6H9N3OS. Source: the Open Molecules 2025 dataset; level of theory: wB97M-V/def2-TZVPD.

CARTESIAN COORDINATES (ANGSTROEM)
S -0.425 -0.883 -0.359
O 0.743 -1.737 -0.717
N -1.570 -3.510 -1.530
N -1.873 -2.366 -1.721
N 1.531 2.491 2.006
C -0.746 0.487 -1.640
C 1.686 0.373 0.963
C 0.308 0.356 0.813
C -0.490 1.342 1.363
C 0.206 2.394 1.914
C 2.266 1.418 1.510
H -1.485 1.465 1.191
H 3.372 1.341 1.778
H -2.342 -4.303 -1.590
H 0.229 0.637 -1.981
H -1.417 0.141 -2.395
H -0.543 -3.708 -1.283
H 2.100 -0.457 0.403
H -1.199 1.252 -1.159
H -0.351 3.266 2.435

Its multiplicity is 3. The value obtained for the LUMO energy (spin up / spin down) is 0.5817 / -0.3614 eV. The relative energy (zero: lowest compared OMol25 entry of this formula, charge and spin) comes out at 14.5 kcal per mole. Its HOMO-LUMO gap (spin up / spin down) is 7.35 / 8.75 eV. The charge is 0.


Number 1: DFT total energy -301.41867 a.u.. Number 2: DFT total energy -4645.84017 a.u.. Number 3: DFT total energy -1890.37039 a.u.. Number 4: DFT total energy -400.52331 a.u.. Number 5: DFT total energy -871.50233 a.u..